11
Properties=species:S:1:pos:R:3:lowdin_charge:R:1 method="wB97M-V/def2-TZVPD" homo_ev=-8.078 e_lumo_ev=0.790 orbital_gap_ha=0.32590 e_above_lowest_kcal_mol=63.5
C 0.014 -1.276 -1.199 -0.09
C 0.433 1.252 -0.228 -0.12
O 0.826 2.156 -0.870 0.15
C -0.050 0.293 0.548 -0.42
O -0.124 -1.032 0.182 -0.09
N -0.410 0.586 1.867 0.11
H 0.818 -0.668 -1.636 0.09
H 0.281 -2.328 -1.317 0.09
H -0.921 -1.074 -1.735 0.10
H 0.330 0.911 2.468 0.09
H -1.261 1.114 1.990 0.09